{"formula": "C5H8N4O", "method": "wB97M-V/def2-TZVPD", "species": ["O", "N", "N", "N", "N", "C", "C", "C", "C", "C", "H", "H", "H", "H", "H", "H", "H", "H"], "xyz": [[3.384, -1.252, -0.129], [1.304, -0.955, 0.168], [0.247, 1.434, 0.285], [2.432, -0.488, -0.089], [-1.219, -0.352, 0.039], [-2.339, 0.561, -0.032], [2.564, 0.925, -0.118], [-0.037, 0.206, 0.226], [-1.358, -1.779, 0.003], [1.519, 1.741, 0.051], [-2.266, -2.173, 0.221], [-1.002, -2.147, -0.908], [-3.165, 0.023, -0.421], [-2.501, 0.910, 1.026], [-0.753, -2.278, 0.727], [3.534, 1.278, -0.427], [-1.957, 1.462, -0.570], [1.612, 2.884, -0.053]], "homo_ev": -8.9, "smiles": "CN(C)c1ncc[n+]([O-])n1", "relative_energy_kcal_mol": 132.1, "fmax_ha_per_bohr": 0.1121, "total_charge": 0, "e_tot_ev": -13317.7550, "lumo_energy_ev": 0.62}

---

{"formula": "C42H35BrN3OPdSb2", "method": "wB97M-V/def2-TZVPD", "species": ["Sb", "Sb", "Pd", "Br", "O", "N", "N", "N", "C", "C", "C", "C", "C", "C", "C", "C", "C", "C", "C", "C", "C", "C", "C", "C", "C", "C", "C", "C", "C", "C", "C", "C", "C", "C", "C", "C", "C", "C", "C", "C", "C", "C", "C", "C", "C", "C", "C", "C", "C", "C", "H", "H", "H", "H", "H", "H", "H", "H", "H", "H", "H", "H", "H", "H", "H", "H", "H", "H", "H", "H", "H", "H", "H", "H", "H", "H", "H", "H", "H", "H", "H", "H", "H", "H", "H"], "xyz": [[-0.732, -1.883, -0.113], [3.196, 0.560, -0.252], [0.831, -0.097, 0.795], [-7.088, 2.797, -0.853], [0.291, 0.545, 3.175], [-2.671, 5.029, 4.050], [-3.663, 5.440, 3.388], [-0.278, 2.052, 0.930], [3.472, -1.220, 0.957], [-4.980, 5.572, 1.399], [-5.895, 3.604, 0.401], [7.491, -0.052, -1.190], [-1.513, -1.205, -2.015], [-2.970, -3.915, -0.803], [-0.219, 1.670, 3.308], [-1.531, -2.009, -3.152], [4.310, -3.447, 1.372], [1.814, -1.792, -2.068], [-1.075, 3.470, 4.720], [-1.425, 3.886, -0.061], [-3.660, -5.119, -0.772], [-5.165, 2.804, 1.263], [-1.505, 3.603, 2.325], [1.167, -2.631, -0.958], [7.633, 0.413, -2.490], [5.265, 0.817, -2.583], [2.799, -2.435, 2.940], [-0.352, 2.321, 4.574], [-1.714, -3.800, -0.212], [-1.994, -1.509, -4.361], [6.516, 0.856, -3.183], [-3.105, -6.221, -0.136], [-1.859, 4.318, 1.167], [6.238, -0.075, -0.592], [-1.798, 4.062, 3.660], [-1.857, -6.116, 0.460], [5.102, 0.334, -1.287], [-2.439, -0.196, -4.448], [-1.168, -4.911, 0.424], [-4.247, 4.794, 2.310], [-0.701, 2.451, 2.144], [-5.793, 4.985, 0.449], [3.586, -3.509, 2.557], [-4.332, 3.395, 2.196], [-2.429, 0.612, -3.321], [-1.973, 0.104, -2.111], [-0.621, 2.748, -0.134], [1.894, -0.280, -1.841], [4.237, -2.319, 0.568], [2.749, -1.286, 2.154], [-5.229, 1.727, 1.187], [-1.421, -6.972, 0.961], [-2.801, 0.191, -5.393], [2.191, -0.427, 2.523], [8.360, -0.394, -0.641], [1.827, -2.691, -0.101], [-0.195, -4.835, 0.900], [-3.649, -7.157, -0.097], [4.927, -4.286, 1.070], [-0.216, 2.422, -1.086], [-3.414, -3.055, -1.292], [6.624, 1.238, -4.192], [2.822, -2.184, -2.248], [-3.762, 2.772, 2.873], [2.215, 0.211, -2.768], [-2.434, 5.228, 1.251], [-1.677, 4.439, -0.957], [1.000, -3.651, -1.319], [-1.188, -3.036, -3.086], [-6.350, 5.593, -0.250], [-4.911, 6.650, 1.464], [-4.634, -5.195, -1.240], [0.117, 1.850, 5.428], [6.144, -0.411, 0.435], [-1.199, 3.917, 5.700], [-2.009, -2.145, -5.239], [2.221, -2.474, 3.855], [1.245, -1.944, -2.992], [0.901, 0.118, -1.607], [-1.979, 0.728, -1.225], [4.398, 1.175, -3.131], [8.611, 0.443, -2.955], [3.637, -4.395, 3.178], [4.772, -2.302, -0.374], [-2.781, 1.635, -3.381]], "homo_ev": -4.3, "relative_energy_kcal_mol": 6.3, "fmax_ha_per_bohr": 0.0241, "total_charge": -1, "e_tot_ev": -137235.5540, "lumo_energy_ev": 2.35}

---

{"formula": "CHF4N2O", "method": "wB97M-V/def2-TZVPD", "species": ["F", "F", "F", "F", "O", "N", "N", "C", "H"], "xyz": [[1.146, -0.999, -0.626], [-0.882, 1.466, -2.137], [0.243, -1.371, 1.203], [-0.749, -1.980, -0.630], [-0.023, 1.295, 1.337], [-0.372, 1.650, -0.989], [0.420, -1.990, -0.011], [-0.165, 1.463, 0.139], [0.381, 0.466, 1.714]], "homo_ev": -17.2, "relative_energy_kcal_mol": 163.8, "fmax_ha_per_bohr": 0.0751, "total_charge": 1, "e_tot_ev": -16932.5089, "lumo_energy_ev": -5.78}

---

{"formula": "C47H48N5O5P2S2Tc", "method": "wB97M-V/def2-TZVPD", "species": ["Tc", "S", "S", "P", "P", "O", "O", "O", "O", "O", "N", "N", "N", "N", "N", "C", "C", "C", "C", "C", "C", "C", "C", "C", "C", "C", "C", "C", "C", "C", "C", "C", "C", "C", "C", "C", "C", "C", "C", "C", "C", "C", "C", "C", "C", "C", "C", "C", "C", "C", "C", "C", "C", "C", "C", "C", "C", "C", "C", "C", "C", "C", "H", "H", "H", "H", "H", "H", "H", "H", "H", "H", "H", "H", "H", "H", "H", "H", "H", "H", "H", "H", "H", "H", "H", "H", "H", "H", "H", "H", "H", "H", "H", "H", "H", "H", "H", "H", "H", "H", "H", "H", "H", "H", "H", "H", "H", "H", "H", "H"], "xyz": [[1.284, 0.147, 0.258], [1.386, 0.832, -1.909], [-0.042, -6.132, -3.713], [-1.619, 0.383, 0.151], [0.437, 2.296, 0.540], [-0.166, -7.318, -2.905], [0.578, -6.262, -5.007], [2.685, -2.796, -1.524], [1.256, -1.920, -0.042], [3.527, -0.749, 1.753], [0.687, -4.954, -2.809], [3.745, 1.517, 1.271], [2.609, 1.143, 3.428], [1.001, -0.282, 2.311], [-1.195, 2.043, 0.010], [-0.850, 2.765, 4.399], [0.917, 6.378, -1.553], [-3.981, -3.910, -4.074], [-5.954, 1.038, 1.610], [4.359, 2.486, 0.489], [4.763, 3.899, 2.379], [-1.396, -1.201, -4.133], [1.302, -5.275, -1.538], [-0.009, 3.755, 4.884], [-5.583, 1.562, 0.379], [-1.813, 0.686, -2.704], [1.568, 0.244, 3.424], [-2.512, -5.372, -2.844], [-0.186, 4.984, 0.054], [1.111, -0.109, 4.706], [-1.664, 0.149, -3.971], [3.424, 1.874, 2.577], [-0.741, 2.354, 3.085], [1.751, 5.324, -1.890], [-3.772, 0.080, 1.847], [1.014, -4.207, -0.490], [0.101, -1.029, 4.873], [3.995, 3.007, 3.124], [-3.145, -4.022, -5.180], [-1.739, -0.147, -1.596], [-1.980, -4.764, -5.111], [4.831, -1.090, 2.165], [1.053, 3.914, 2.738], [0.943, 4.325, 4.053], [-3.671, -4.627, -2.918], [1.743, -2.847, -0.747], [4.283, -0.140, -0.473], [1.619, 4.099, -1.258], [-1.318, -2.035, -3.031], [0.064, -1.226, 2.504], [-1.656, -5.410, -3.932], [0.192, 2.938, 2.238], [0.646, 3.920, -0.286], [-4.310, 1.351, -0.116], [-5.172, -3.003, -4.091], [-3.385, 0.619, 0.623], [-5.046, 0.286, 2.339], [-0.427, -1.620, 3.723], [-1.511, -1.508, -1.772], [4.873, 3.630, 1.003], [3.401, 0.224, 0.721], [-0.053, 6.206, -0.579], [2.231, 3.250, -1.526], [-6.944, 1.221, 2.005], [1.355, -4.559, 0.489], [-0.104, 4.089, 5.907], [-1.907, 2.746, 0.193], [-1.303, -4.837, -5.948], [1.573, 0.347, 5.573], [-1.592, 2.321, 5.045], [-2.239, -5.914, -1.952], [-5.294, -2.535, -5.064], [-5.331, -0.127, 3.299], [5.177, 4.790, 2.817], [3.989, 0.423, -1.354], [-5.039, -2.216, -3.348], [-0.710, 7.024, -0.315], [-1.443, -2.145, -0.898], [-1.194, -2.376, 3.783], [-1.716, 0.792, -4.840], [-0.940, 4.859, 0.822], [5.295, -1.823, 1.495], [4.096, -1.190, -0.701], [-4.027, 1.758, -1.077], [2.766, 1.476, 4.373], [3.776, 3.231, 4.157], [-1.936, 1.752, -2.575], [-4.337, -4.572, -2.070], [4.389, 2.276, -0.563], [-1.395, 1.580, 2.698], [1.600, 5.098, 4.427], [0.870, -6.233, -1.240], [-0.060, -4.017, -0.436], [5.468, -0.201, 2.239], [-0.250, -1.299, 5.857], [-1.226, -1.604, -5.122], [-6.294, 2.146, -0.189], [-6.081, -3.548, -3.844], [1.793, 4.355, 2.083], [-3.053, -0.497, 2.415], [1.194, -4.254, -3.327], [2.386, -5.388, -1.652], [1.022, 7.334, -2.047], [4.734, -1.543, 3.156], [-3.400, -3.502, -6.092], [-0.294, -1.707, 1.606], [-1.072, -3.078, -3.148], [2.503, 5.457, -2.654], [5.363, 4.331, 0.347], [5.346, 0.015, -0.270]], "homo_ev": [-2.4, -3.8], "spin_multiplicity": 4, "s2": 3.810, "relative_energy_kcal_mol": 41.7, "fmax_ha_per_bohr": 0.0504, "total_charge": -1, "e_tot_ev": -109654.4298, "lumo_energy_ev": [2.24, 2.24]}

---

{"formula": "C2H2O5S", "method": "wB97M-V/def2-TZVPD", "species": ["S", "O", "O", "O", "O", "O", "C", "C", "H", "H"], "xyz": [[-0.507, 0.264, 1.787], [0.485, -0.854, 2.079], [-1.897, -0.393, 1.635], [0.633, -0.576, -0.378], [2.308, 1.851, -0.183], [0.604, 3.207, 0.153], [-0.016, 0.672, 0.035], [1.144, 2.130, 0.036], [-0.868, 1.105, -0.630], [0.903, -0.873, 0.615]], "homo_ev": 0.4, "relative_energy_kcal_mol": 24.4, "fmax_ha_per_bohr": 0.0690, "total_charge": -2, "e_tot_ev": -23177.5281, "lumo_energy_ev": 6.52}

---

{"formula": "C47H40Cl2FN4O7Rb", "method": "wB97M-V/def2-TZVPD", "species": ["Rb", "Cl", "Cl", "F", "O", "O", "O", "O", "O", "O", "O", "N", "N", "N", "N", "C", "C", "C", "C", "C", "C", "C", "C", "C", "C", "C", "C", "C", "C", "C", "C", "C", "C", "C", "C", "C", "C", "C", "C", "C", "C", "C", "C", "C", "C", "C", "C", "C", "C", "C", "C", "C", "C", "C", "C", "C", "C", "C", "C", "C", "C", "C", "H", "H", "H", "H", "H", "H", "H", "H", "H", "H", "H", "H", "H", "H", "H", "H", "H", "H", "H", "H", "H", "H", "H", "H", "H", "H", "H", "H", "H", "H", "H", "H", "H", "H", "H", "H", "H", "H", "H", "H"], "xyz": [[-0.265, -0.624, -0.884], [2.667, 0.755, -2.646], [1.740, 3.768, -7.044], [-0.721, -2.959, 5.930], [-0.752, 0.921, -3.347], [-0.302, -2.793, 0.918], [0.429, 0.170, 4.307], [-0.673, -0.235, 2.385], [1.980, -3.757, -1.856], [-1.825, -1.043, -3.306], [2.295, -1.786, -0.797], [2.668, -5.202, 2.205], [1.147, 1.552, -5.136], [-2.260, 3.230, -2.526], [-2.835, 1.919, -0.233], [-3.656, 2.942, -0.587], [-4.233, 4.604, -2.250], [0.837, -3.734, 2.752], [2.991, -5.951, 4.949], [0.290, -0.566, -5.912], [-4.752, 3.354, 0.196], [-4.129, 1.644, 1.761], [4.378, 4.044, -4.078], [3.245, -6.947, 3.832], [-1.997, 2.019, 4.531], [-4.961, 2.662, 1.413], [-3.299, 5.495, 3.663], [1.919, -4.989, 4.518], [-2.699, 3.221, 4.579], [-0.849, 2.806, 2.552], [2.058, -3.019, -0.863], [0.521, -1.782, -6.536], [2.245, 2.356, -4.789], [2.721, -4.610, 0.956], [-1.079, 1.803, 3.504], [-1.242, -0.123, -3.892], [-5.592, 4.403, -0.257], [-3.378, 3.602, -1.834], [3.664, 4.288, -5.240], [-1.098, -0.222, -5.425], [-0.017, -3.134, 3.682], [2.800, -1.213, -6.969], [-3.065, 1.298, 0.896], [2.615, 3.447, -5.577], [-0.364, 0.454, 3.391], [1.049, -4.416, 5.422], [0.708, -3.345, 1.330], [4.053, 2.963, -3.275], [-2.500, 4.217, 3.633], [1.365, 0.337, -5.789], [1.761, -2.122, -7.064], [0.130, 2.573, 1.434], [-1.560, 3.998, 2.632], [-2.243, 0.948, 5.561], [1.859, -3.685, 0.506], [-5.331, 4.994, -1.461], [3.639, -6.247, 2.538], [1.811, -4.655, 3.157], [2.604, 0.006, -6.336], [3.007, 2.125, -3.633], [0.099, -3.498, 4.994], [3.750, -7.284, 1.422], [1.095, 2.243, 1.824], [-2.375, 0.512, 1.198], [-1.390, 0.748, -5.841], [-1.794, -0.983, -5.773], [-1.321, 0.715, 6.094], [1.115, -4.659, 6.477], [-3.430, 3.376, 5.368], [2.767, -7.712, 1.217], [-1.397, 4.762, 1.877], [-4.037, 5.109, -3.189], [-0.698, -2.366, 3.334], [4.040, -7.648, 4.097], [4.606, 2.753, -2.370], [-1.784, 2.404, -2.186], [-4.000, 5.498, 4.499], [-0.241, 1.771, 0.800], [-4.245, 1.110, 2.695], [2.335, -7.529, 3.651], [-3.011, 1.258, 6.273], [-5.974, 5.791, -1.820], [-3.872, 5.616, 2.740], [3.431, 0.700, -6.240], [-0.300, -2.486, -6.604], [2.690, -6.461, 5.866], [4.423, -8.083, 1.740], [-6.433, 4.713, 0.353], [3.905, 5.123, -5.882], [3.918, -5.409, 5.170], [5.194, 4.698, -3.798], [-2.650, 6.369, 3.763], [0.429, 1.466, -4.385], [3.779, -1.454, -7.366], [-2.276, 3.307, -3.527], [3.526, -4.943, 0.317], [-5.780, 2.962, 2.058], [1.911, -3.088, -7.530], [4.136, -6.869, 0.495], [-2.560, 0.017, 5.085], [0.270, 3.469, 0.829], [4.626, -5.783, 2.687]], "homo_ev": -3.0, "relative_energy_kcal_mol": 8.7, "fmax_ha_per_bohr": 0.0053, "total_charge": -2, "e_tot_ev": -98106.8312, "lumo_energy_ev": 3.83}